No. 1
61
Properties=species:S:1:pos:R:3 method="wB97M-V/def2-TZVPD" fmax_ev_per_a=0.3 relative_energy_ev=2.015 total_charge=+2 gap_ha=0.2557 homo_energy_ev=-15.49
Pd -0.592 0.039 -1.220
N -0.567 0.994 0.634
C -0.752 0.104 1.776
C -0.551 0.568 3.062
C -0.742 -0.293 4.134
C -1.128 -1.612 3.925
C -1.318 -2.081 2.636
C -1.132 -1.216 1.555
P -1.386 -1.821 -0.109
C -0.329 -3.193 -0.429
C -0.712 -4.237 -1.281
C 0.147 -5.305 -1.473
C 1.371 -5.340 -0.818
C 1.749 -4.311 0.043
C 0.907 -3.237 0.239
C -3.072 -1.989 -0.550
C -4.041 -1.680 0.416
C -5.380 -1.773 0.086
C -5.752 -2.135 -1.202
C -4.792 -2.408 -2.173
C -3.452 -2.334 -1.858
H -1.366 1.629 0.552
H 0.252 1.599 0.777
H -0.244 1.593 3.231
H -0.586 0.068 5.141
H -1.270 -2.276 4.766
H -1.602 -3.113 2.468
H -1.680 -4.238 -1.761
H -0.147 -6.119 -2.120
H 2.033 -6.184 -0.965
H 2.695 -4.359 0.566
H 1.195 -2.442 0.916
H -3.754 -1.384 1.417
H -6.133 -1.554 0.830
H -6.802 -2.192 -1.459
H -5.093 -2.659 -3.180
H -2.711 -2.484 -2.631
O -2.437 0.674 -1.628
S -1.927 0.722 -3.120
O -2.955 0.674 -4.078
O -1.099 -0.630 -3.016
O -0.906 1.752 -3.108
O 2.099 2.530 1.250
C 3.388 2.618 0.593
N 4.274 1.585 1.023
C 4.591 0.418 0.373
O 5.584 -0.219 0.622
C 3.628 -0.101 -0.661
C 4.078 -0.886 -1.718
C 3.147 -1.451 -2.577
C 1.799 -1.236 -2.355
N 1.378 -0.485 -1.325
C 2.273 0.065 -0.501
H 1.868 3.413 1.558
H 3.833 3.582 0.833
H 3.239 2.565 -0.484
H 4.918 1.799 1.772
H 5.140 -1.050 -1.845
H 3.455 -2.053 -3.420
H 1.036 -1.640 -3.007
H 1.898 0.621 0.339



No. 2
58
Properties=species:S:1:pos:R:3 method="wB97M-V/def2-TZVPD" fmax_ev_per_a=0.9 total_charge=+3 gap_ha="0.2275 / 0.2273" homo_energy_ev="-17.15 / -17.15"
V -0.230 0.158 -0.500
C -4.271 0.320 -2.050
C -2.991 -0.053 -1.411
N -1.949 0.728 -1.431
N -2.084 1.866 -2.198
C -1.082 2.677 -2.047
N -1.002 3.813 -2.731
S 0.171 2.335 -0.849
C -2.744 -1.345 -0.759
C -3.663 -2.366 -0.640
C -3.259 -3.562 -0.046
C -1.958 -3.690 0.408
C -1.094 -2.617 0.268
N -1.478 -1.473 -0.304
H -4.536 1.338 -1.765
H -5.077 -0.360 -1.794
H -4.142 0.330 -3.136
H -1.753 4.062 -3.357
H -0.263 4.479 -2.582
H -4.672 -2.246 -1.005
H -3.959 -4.381 0.053
H -1.608 -4.605 0.864
H -0.070 -2.669 0.619
S 0.887 -0.834 -2.174
C 2.589 -0.639 -2.581
N 3.547 -0.827 -1.648
C 4.863 -0.801 -1.929
C 5.283 -0.573 -3.219
C 4.323 -0.383 -4.205
C 2.968 -0.416 -3.890
H 3.261 -1.030 -0.694
H 5.530 -0.974 -1.096
H 6.340 -0.555 -3.442
H 4.627 -0.208 -5.229
H 2.212 -0.275 -4.649
C -2.944 2.132 3.455
C -1.759 2.822 3.198
C -0.753 2.219 2.469
C -0.958 0.923 1.991
C -2.126 0.214 2.253
C -3.122 0.835 2.996
N 0.128 0.326 1.241
C 1.354 0.021 1.879
C 1.353 -0.482 3.177
C 2.567 -0.802 3.766
C 3.759 -0.598 3.080
C 3.752 -0.057 1.799
C 2.545 0.255 1.190
H -3.724 2.609 4.033
H -1.619 3.825 3.577
H 0.176 2.738 2.270
H -2.240 -0.814 1.945
H -4.028 0.295 3.234
H 0.422 -0.631 3.708
H 2.586 -1.198 4.772
H 4.699 -0.824 3.563
H 4.690 0.176 1.310
H 2.523 0.793 0.246



No. 3
51
Properties=species:S:1:pos:R:3 method="wB97M-V/def2-TZVPD" smiles="CC1=[N+]([C@H](C=C(c2ccccc2)c2ccccc2)c2ccccc2)CCO1" fmax_ev_per_a=3.2 relative_energy_ev=0.373 total_charge=+1 gap_ha=0.3016 homo_energy_ev=-11.27
C -1.830 3.288 -1.054
C -0.380 2.958 -1.095
N 0.222 1.790 -1.238
C 1.640 1.985 -1.278
C 1.850 3.464 -1.097
O 0.461 3.984 -0.987
H -2.441 2.370 -1.122
H -2.081 3.805 -0.107
H -2.066 3.941 -1.927
H 2.141 1.419 -0.487
H 2.009 1.604 -2.229
H 2.367 3.722 -0.150
H 2.379 3.871 -1.956
C 3.106 -4.054 2.503
C 2.524 -4.189 1.224
C 1.632 -3.205 0.763
C 1.283 -2.091 1.558
C 0.425 -0.983 1.067
C 0.562 -0.516 -0.237
C -0.411 0.383 -0.871
C -0.841 0.027 -2.298
C -2.006 0.563 -2.895
C -2.367 0.212 -4.217
C -1.624 -0.756 -4.914
C -0.466 -1.280 -4.347
C -0.067 -0.854 -3.060
C -0.508 -0.389 2.064
C -0.878 0.967 1.965
C -1.796 1.526 2.869
C -2.184 0.790 3.998
C -1.903 -0.582 4.068
C -1.087 -1.173 3.098
C 1.816 -2.051 2.865
C 2.757 -2.971 3.330
H 3.782 -4.809 2.877
H 2.801 -5.040 0.588
H 1.212 -3.298 -0.238
H 1.432 -0.821 -0.858
H -1.354 0.610 -0.241
H -2.622 1.301 -2.374
H -3.200 0.721 -4.713
H -1.825 -0.947 -5.965
H 0.197 -1.991 -4.880
H 0.891 -1.211 -2.643
H -0.370 1.613 1.240
H -2.183 2.552 2.712
H -2.762 1.267 4.798
H -2.271 -1.234 4.883
H -0.789 -2.223 3.182
H 1.580 -1.211 3.515
H 3.245 -2.852 4.308